Formula: C20H23Cl3N2NiO2SSi
Source: OMol25
Level of theory: ωB97M-V with the def2-TZVPD basis set

## Properties
- multiplicity = 3
- strongest force on any atom (Eh/bohr) = 0.127
- gap between HOMO and LUMO (alpha / beta) (Eh) = 0.26333 / 0.25890
- LUMO (alpha / beta) (Ha) = -0.0371 / -0.0418
- energy above the lowest of the compared OMol25 structures with the same formula, charge and spin (kcal per mole) = 52.97

CARTESIAN COORDINATES (ANGSTROEM)
Ni: -0.71465 -1.79298 0.01470
C: 4.49565 -2.20802 3.69617
Si: 2.71292 -2.61411 3.18538
C: 2.10521 -4.20179 4.10184
C: 1.46724 -1.20765 3.53006
C: 2.60329 -2.84066 1.32754
C: 3.60007 -2.40200 0.46704
C: 3.30278 -1.77510 -0.76859
C: 1.94357 -1.71655 -1.16683
N: 1.01295 -2.26484 -0.38956
C: 1.27087 -2.93807 0.77390
S: -0.23837 -3.37612 1.51962
H: 4.51317 -1.70922 4.68092
H: 4.93623 -1.48814 2.98458
H: 5.19295 -3.06076 3.70908
H: 2.93919 -4.67687 4.62633
H: 1.70132 -4.89723 3.37264
H: 1.35568 -3.86653 4.81038
H: 1.70863 -0.65838 4.44492
H: 0.44943 -1.59597 3.57011
H: 1.51427 -0.40527 2.73249
H: 4.62241 -2.47697 0.80756
H: 4.12455 -1.40075 -1.36660
H: 1.61745 -1.27302 -2.09855
C: -1.74474 6.27737 -2.20777
C: -1.54635 4.80869 -2.13893
C: -2.47404 3.95242 -2.72626
C: -2.29417 2.57131 -2.65276
C: -3.30726 1.63245 -3.13429
C: -1.16855 2.08299 -1.97116
C: -0.33602 2.92254 -1.27038
C: 0.83054 2.38478 -0.45177
C: -0.46214 4.31712 -1.41173
C: -0.79944 0.60124 -1.98635
O: -0.62352 0.02083 -3.09366
O: -0.67014 -0.00957 -0.85596
H: -2.02833 6.66653 -3.20613
H: -0.81559 6.76843 -1.87280
H: -2.51027 6.60077 -1.49623
H: -3.27234 4.38449 -3.34700
H: -3.93247 2.01800 -3.90186
H: -3.93503 1.26756 -2.32366
H: -2.77355 0.73176 -3.51828
H: 1.70726 2.08287 -1.02789
H: 0.48564 1.52065 0.14229
H: 1.19385 3.15373 0.26030
H: 0.36626 4.97552 -1.04172
Cl: -5.52021 -3.91306 -1.73683
C: -5.13494 -2.46800 -0.58898
Cl: -5.77315 -0.94811 -1.22712
Cl: -5.50045 -2.97938 1.09891
C: -3.67898 -2.36701 -0.51826
N: -2.51869 -2.20991 -0.35887